1.
ORCA calculation (wB97M-V/def2-TZVPD) on an isolated ion of composition CH2NO2S3 and charge -1 at a distorted geometry.

Last column: Mulliken charge in e.
Atoms and positions in Å:
S: 1.09972 -0.94968 -1.20303  -0.5360
S: -1.56408 -0.02389 -2.09163  -0.2687
S: 0.75697 0.95286 1.13243  0.5813
O: 0.43309 1.94017 2.11709  -0.5669
O: 0.45673 -0.46868 1.97621  -0.4764
N: -0.48033 0.89910 0.04204  -0.5137
C: -0.27197 0.05352 -0.93650  0.3556
H: 0.69930 -1.17572 1.46214  0.3105
H: -1.12942 -1.22767 -2.49875  0.1144

Atomic forces in eV per Å
-0.215 -0.207 0.079
-0.754 -0.285 -0.646
1.188 -1.288 -0.618
-0.711 1.305 1.097
-1.053 3.149 2.126
-0.388 -0.357 -0.342
1.059 0.329 1.054
1.073 -2.823 -2.410
-0.198 0.177 -0.339

net charge: -1
energy above the lowest of the compared OMol25 structures with the same formula, charge and spin: 0.332 eV
LUMO: 3.2 eV
E_HOMO: -0.155 Eh
Kohn-Sham gap: 7.439 eV
M: 156.23 u

2.
ORCA calculation (wB97M-V/def2-TZVPD) on one molecule with the formula C5H8N2.

Last column: Mulliken charge in e.
Atoms and positions in Å:
N: -0.06241 0.49299 1.28131  0.7051
N: -1.05760 -0.33026 1.42791  -0.8965
C: -0.17753 -0.79108 -2.18743  -1.1214
C: 0.92127 1.01908 2.14397  -0.7820
C: -0.30858 -0.41569 -0.74861  0.5407
C: 0.42025 0.60773 -0.03512  -0.4412
C: -1.22883 -0.86197 0.17894  -0.4486
H: 0.53826 1.47584 3.05756  0.2591
H: 1.72004 0.30003 2.31905  0.2909
H: 1.51735 1.00552 0.59209  0.2851
H: 0.75571 -1.33770 -2.36596  0.2745
H: -1.00688 -1.43008 -2.50467  0.3180
H: 0.31337 1.62186 -0.43420  0.2770
H: -0.16245 0.09457 -2.83384  0.2879
H: -2.02526 -1.58227 0.02552  0.4514

Atomic forces in eV per Å
0.044 -0.017 -0.081
0.218 0.133 -0.133
-0.012 -0.031 -0.064
-0.057 0.005 0.290
-0.053 0.015 0.091
-0.273 -0.125 -0.040
-0.032 -0.095 -0.155
0.061 -0.066 -0.135
-0.063 0.108 -0.087
-0.024 -0.007 0.056
-0.140 0.083 0.024
0.121 0.099 0.058
0.087 -0.105 0.056
-0.007 -0.118 0.100
0.132 0.119 0.018

energy above the lowest of the compared OMol25 structures with the same formula, charge and spin: 5.045 eV
LUMO (alpha / beta): 0.1 / 0.1 eV
E_HOMO (alpha / beta): -0.287 / -0.287 Eh
Kohn-Sham gap (alpha / beta): 7.907 / 7.909 eV
M: 96.13 u

3.
ORCA calculation (wB97M-V/def2-TZVPD) on C23H43LaN2O2P3 as an isolated structure at a distorted geometry.

Last column: Mulliken charge in e.
Atoms and positions in Å:
La: 1.18901 -0.56935 -0.28710  1.5248
P: -2.13398 0.52451 -0.64409  0.8112
P: 0.21902 0.25166 -2.98533  0.9252
P: -0.23953 0.84548 2.43622  1.1856
O: -3.83636 -5.93442 1.93375  -0.5442
O: 2.31898 0.91838 0.82125  -0.2255
N: -4.47044 -5.86272 -0.25067  -0.3312
N: -0.80629 -2.31824 0.12105  0.3081
C: 3.72306 -1.16556 -0.64791  -1.0678
C: 4.31708 3.85945 0.80687  -0.5870
C: -2.08695 -3.73224 1.63068  -0.8022
C: -0.44826 -0.81285 -4.31477  -1.3636
C: -0.48427 2.67310 2.26759  -1.5220
C: -2.42172 2.33286 -0.71761  -1.1829
C: -0.01720 1.96919 -3.65591  -1.3766
C: -2.82844 -4.29226 0.56988  0.9205
C: 4.95350 3.68834 2.03917  -0.6091
C: -3.76770 -5.40957 0.83626  0.2860
C: -3.45455 0.07797 0.59817  -0.8104
C: -3.15206 0.02411 -2.10235  -1.1118
C: 5.05893 2.38624 2.55633  -0.4683
C: 3.40636 2.91650 0.36747  -0.0719
C: -2.51541 -3.84923 -0.72675  -0.5975
C: 1.11761 0.84700 3.68102  -1.4452
C: -1.11163 -2.77614 1.36861  -0.5341
C: 4.28214 0.04254 -0.91713  -0.6955
C: 4.24306 1.35147 2.11625  0.0257
C: -1.49947 -2.90981 -0.89354  -0.7836
C: -1.57206 0.35745 3.62473  -1.4820
C: 2.02458 0.04148 -3.29648  -1.5373
C: 3.31724 1.72026 1.10795  -0.0333
H: 4.50372 4.76491 0.24808  0.4829
H: -0.01824 -1.81478 -4.19353  0.4115
H: 3.46945 -1.51485 0.39141  0.6391
H: -2.46537 0.99424 3.52551  0.4461
H: -3.76120 -0.97361 0.44389  0.3132
H: 2.71026 3.02185 -0.47155  0.4839
H: 0.64510 2.10333 -4.53048  0.5247
H: 0.47772 1.48698 -0.59019  -0.1510
H: -1.53727 -0.90570 -4.24320  0.3953
H: 0.72345 1.21244 4.64030  0.5503
H: 1.45046 -0.19502 3.78921  0.3876
H: -4.66185 -5.24225 -1.01571  0.1781
H: -1.73488 2.76896 -1.44702  0.1984
H: 2.63715 0.38590 -2.45572  0.0148
H: -4.31681 0.75566 0.42755  0.4638
H: -1.55927 2.90876 2.22713  0.4604
H: -2.20402 2.77462 0.26042  0.1751
H: -3.38289 -1.05188 -2.04645  0.2532
H: 1.97707 1.45141 3.36512  0.2558
H: 2.32483 0.64242 -4.16375  0.5691
H: -0.17556 -0.43071 -5.30750  0.4815
H: 3.78706 -1.94411 -1.42728  0.5756
H: 4.09348 0.65390 -1.80128  0.4112
H: -1.06817 2.14548 -3.95094  0.3774
H: -0.52612 -2.37376 2.19842  0.5342
H: -0.02176 3.19421 3.12233  0.4692
H: -2.97786 -4.22568 -1.64848  0.3227
H: -3.08270 0.19345 1.63153  -0.0363
H: -3.45796 2.52854 -1.02229  0.5355
H: -1.83003 -0.69786 3.43764  0.3165
H: 5.36506 4.55433 2.58021  0.5015
H: 5.13983 0.45912 -0.39012  0.4691
H: -1.16783 0.43911 4.64723  0.4734
H: -4.08954 0.60544 -2.07248  0.5584
H: -2.21475 -4.05169 2.66943  0.4979
H: 0.25532 2.69779 -2.87126  0.3000
H: 4.25721 0.28718 2.43558  0.3946
H: -0.00337 2.99476 1.33057  0.3298
H: 2.28894 -1.01118 -3.46906  0.3725
H: -5.17669 -6.55518 -0.05730  0.2883
H: -2.61411 0.23132 -3.03704  0.2191
H: -1.18985 -2.63063 -1.90332  0.2505
H: 5.80774 2.16721 3.30078  0.5012

Atomic forces in eV per Å
-3.429 -1.208 -0.182
-1.781 0.878 0.477
0.286 0.154 -1.412
0.149 0.404 0.822
0.390 0.719 -0.691
2.304 1.724 1.224
0.259 0.451 0.513
-0.443 -1.316 0.220
0.736 -0.247 0.071
-1.136 0.260 -1.082
0.089 0.037 -0.142
-0.007 -0.219 -0.061
0.025 -0.159 -0.191
0.481 0.006 -0.041
-0.087 -0.046 0.435
1.287 1.005 -0.177
0.404 0.099 0.186
-1.262 -1.511 0.419
0.604 -0.238 0.371
0.629 -0.359 -0.374
-0.226 -1.870 0.533
0.836 1.077 0.133
0.432 0.333 0.016
0.301 -0.313 -0.205
-0.136 0.103 -0.422
1.200 -0.457 -0.208
0.890 0.759 0.263
0.251 0.339 0.301
-0.045 -0.352 -0.110
0.170 0.112 -0.204
-2.177 -1.457 -0.217
-0.300 0.209 0.043
-0.097 0.123 -0.111
1.868 -0.089 -0.541
0.318 -0.328 0.067
0.125 0.500 0.126
0.473 0.260 0.256
-0.408 -0.061 0.355
-0.890 0.349 -0.160
0.294 0.038 -0.128
0.323 -0.065 -0.323
0.051 0.255 0.277
-0.080 -0.075 -0.117
-0.151 0.106 0.051
-0.445 0.105 -0.397
0.498 -0.408 0.080
0.453 0.015 0.046
-0.175 -0.020 -0.313
0.077 0.410 -0.103
-0.314 -0.134 0.166
0.078 -0.280 0.102
-0.073 -0.086 0.238
-1.389 0.482 -0.138
0.829 -1.029 -0.535
0.500 -0.118 0.142
-0.176 -0.008 -0.231
-0.281 -0.170 -0.337
0.181 -0.007 0.628
-0.362 -0.057 -0.530
0.269 0.013 0.188
-0.159 0.415 0.221
0.106 -0.562 -0.430
-1.001 0.541 1.312
-0.401 -0.004 -0.415
0.412 -0.230 0.018
-0.220 -0.095 -0.508
-0.107 -0.208 -0.422
0.161 1.098 0.114
-0.173 0.121 0.319
-0.104 0.187 -0.077
-0.027 -0.114 0.038
-0.452 0.006 0.220
-0.193 0.057 0.196
-0.026 0.148 0.351

net charge: +3
energy above the lowest of the compared OMol25 structures with the same formula, charge and spin: 3.718 eV
LUMO (alpha / beta): -11.5 / -11.5 eV
E_HOMO (alpha / beta): -0.608 / -0.611 Eh
Kohn-Sham gap (alpha / beta): 5.011 / 5.135 eV
M: 611.44 u